Density functional theory data (ωB97M-V/def2-TZVPD) for a cluster of 2 separate species, C20H27N5O7S2 in total in a non-equilibrium geometry.

Multiplicity   1
E   -64632.39442 eV
Structure (SMILES)   Cc1cc(=O)[nH]c(SCC(=O)c2ccc(S(N)(=O)=O)cc2)n1.CNC(=O)[C@@H](NC(C)=O)[C@@H](C)O
Frontier orbital gap   7.672 eV
HOMO level   -8.73 eV

XYZ file:
```
61
Properties=species:S:1:pos:R:3:forces:R:3:lowdin_charge:R:1
C 6.3369 -2.1243 3.4860 -0.2 0.1 0.0 -0.037
C 5.4392 -2.8843 2.5573 0.0 -1.3 -0.7 -0.304
C 5.8274 -4.0912 2.0327 -0.7 1.6 0.6 0.052
C 4.9350 -4.7481 1.1239 1.5 -2.0 0.1 -0.497
O 5.1903 -5.8264 0.6207 0.2 -0.5 -0.5 0.051
N 3.7337 -4.1779 0.8446 -1.3 2.3 0.2 0.147
C 3.3862 -2.9701 1.4214 1.9 -0.2 0.4 -0.590
S 1.8015 -2.2623 1.0991 -0.2 -0.2 -0.2 1.017
C 1.2418 -3.1956 -0.3910 0.0 0.4 -0.1 -0.363
C 1.9376 -2.6354 -1.6279 1.3 -1.4 -0.1 -0.396
O 2.9234 -3.2388 -2.0389 -0.8 0.7 0.2 0.087
C 1.4251 -1.4242 -2.3012 -0.7 1.2 -0.3 -0.134
C 1.9293 -1.0005 -3.5451 -0.2 0.1 0.1 0.019
C 1.4007 0.1278 -4.1847 -0.1 0.1 0.1 -0.028
C 0.3610 0.8545 -3.5854 0.2 -0.2 0.0 -0.252
S -0.3486 2.3114 -4.3919 -0.3 2.5 -1.6 0.644
N -1.9855 2.0643 -4.2614 0.5 -0.6 0.9 -0.071
O -0.1061 2.3557 -5.8331 0.9 -1.0 1.5 -0.326
O -0.0893 3.5658 -3.6857 0.0 -2.0 -0.1 -0.318
C -0.1289 0.4584 -2.3404 -0.1 0.3 -0.1 -0.036
C 0.3986 -0.6638 -1.7119 0.1 -0.1 -0.2 -0.006
N 4.1981 -2.3431 2.2403 -1.2 0.0 -0.4 0.082
H 7.2671 -2.6682 3.6712 -0.2 0.0 -0.1 0.078
H 5.8313 -1.9614 4.4418 0.0 0.1 -0.1 0.084
H 6.5812 -1.1517 3.0502 -0.1 0.0 0.1 0.085
H 6.7789 -4.5524 2.2606 -0.1 0.0 -0.1 0.121
H 3.3044 -4.4623 -0.0260 0.0 -0.3 0.1 0.117
H 0.1595 -3.1018 -0.5026 0.1 0.2 0.4 0.089
H 1.4458 -4.2639 -0.2935 0.0 0.2 0.0 0.088
H 2.7319 -1.5558 -4.0250 -0.2 0.1 0.2 0.126
H 1.8000 0.4369 -5.1496 -0.2 0.0 0.2 0.121
H -2.2005 1.3203 -4.9092 -0.4 -0.1 -0.2 0.072
H -2.4031 2.9323 -4.5680 -0.2 0.2 0.0 0.074
H -0.9273 1.0177 -1.8544 0.1 -0.2 -0.1 0.107
H -0.0165 -0.9252 -0.7465 0.0 0.0 -0.1 0.081
C -3.9278 1.6378 4.4050 0.1 0.2 -0.3 -0.057
N -2.5292 1.7104 3.9809 -0.8 -0.1 0.7 0.043
C -2.0656 1.8357 2.7340 0.6 0.1 -0.6 -0.450
O -0.8557 1.8426 2.5308 0.2 0.0 -0.4 0.048
C -3.0258 1.8813 1.5412 -0.3 0.5 -0.2 -0.159
N -2.5361 2.8218 0.5166 1.0 -1.2 1.3 0.131
C -3.3232 3.5934 -0.2299 -1.5 1.0 -0.7 -0.555
C -2.6396 4.4741 -1.2467 0.0 -0.1 0.1 0.015
O -4.5420 3.6105 -0.1174 0.0 -0.3 0.2 0.038
C -3.1702 0.4507 0.9918 -0.2 -0.1 -0.4 -0.378
C -4.1204 0.3285 -0.1978 0.2 0.2 0.4 -0.017
O -1.9127 -0.0454 0.5888 0.4 -0.1 -0.2 -0.038
H -4.4442 2.5680 4.1583 -0.1 -0.1 0.1 0.090
H -4.4331 0.8023 3.9164 0.0 0.1 0.1 0.082
H -3.9776 1.4896 5.4855 0.1 0.0 -0.2 0.090
H -1.8174 1.6696 4.6964 0.0 0.0 -0.2 0.149
H -4.0043 2.2152 1.8827 -0.1 0.1 -0.3 0.140
H -1.5376 2.8831 0.3833 0.0 -0.1 0.2 0.148
H -3.3913 5.0574 -1.7758 0.0 -0.1 0.1 0.089
H -2.0985 3.8489 -1.9525 0.2 0.1 -0.1 0.049
H -1.9441 5.1430 -0.7434 0.2 0.0 -0.1 0.090
H -3.5491 -0.1838 1.7939 -0.2 0.0 0.3 0.139
H -4.2347 -0.7221 -0.4630 0.1 0.0 0.0 0.083
H -3.7231 0.8689 -1.0565 0.0 0.0 0.0 0.079
H -5.0950 0.7394 0.0659 0.0 0.0 -0.1 0.088
H -1.2615 0.2627 1.2350 0.2 0.0 0.0 0.074
```
Forces are in eV/Å.

=====

Density functional theory data (ωB97M-V/def2-TZVPD) for a structure of composition C20H27NO4 in a non-equilibrium geometry.

Multiplicity   1
Relative energy (zero: lowest compared OMol25 entry of this formula, charge and spin)   470.5 kcal per mole
E   -30839.86020 eV
Frontier orbital gap   7.974 eV
HOMO level   -7.30 eV

XYZ file:
```
52
Properties=species:S:1:pos:R:3:forces:R:3:lowdin_charge:R:1
C -3.7118 -0.8213 0.0787 3.4 1.2 -4.7 0.041
H -2.8601 -1.6115 0.1588 -1.8 1.3 0.3 0.106
O -3.1498 0.5272 0.3993 -6.3 -4.8 3.2 -0.088
C -2.1492 0.9507 -0.2100 4.0 2.0 -3.8 -0.225
C -1.4617 0.1539 -1.3295 1.2 12.4 7.6 0.046
C -0.4129 0.8074 -1.6939 4.9 -0.8 -4.7 -0.089
C -0.0050 2.0164 -1.1773 6.9 -0.3 -5.7 -0.274
C -0.6667 2.8303 -0.4930 -5.9 1.6 5.6 0.009
C -1.8321 2.2878 0.1247 1.0 -0.7 -0.7 -0.185
O -2.3065 3.0146 1.1639 -1.2 1.2 1.1 -0.094
C -3.6976 2.9994 1.6871 1.0 -8.2 -5.6 -0.005
H -3.7718 1.9906 2.1751 0.1 1.2 0.7 0.080
H -4.3473 2.5322 0.7482 0.8 2.8 2.1 0.153
H -3.8630 3.7511 2.3251 -0.9 3.2 1.6 0.034
H -0.3578 3.7757 -0.1646 0.5 1.3 0.2 0.131
C 1.2742 2.7183 -1.7697 3.0 -5.4 -0.8 -0.110
H 1.1966 3.6181 -2.1545 -1.7 4.6 -1.8 0.047
H 1.6490 2.1255 -2.6781 -0.6 0.4 1.0 0.132
C 2.5498 2.8560 -0.8948 -5.6 -5.1 4.5 -0.122
N 2.7622 1.4364 -0.3450 -1.0 -1.2 -2.1 -0.105
H 1.8926 0.8334 -0.4868 1.6 1.3 0.8 0.115
C 3.3936 1.4083 0.9462 9.2 -4.9 -8.6 -0.158
C 3.7667 -0.0331 1.2405 -3.0 -1.3 1.8 -0.529
O 4.4276 -0.7692 0.3634 1.3 0.0 -8.8 -0.104
H 3.9988 -0.5196 -0.8762 1.5 -0.5 5.6 0.320
C 2.5512 -0.8774 1.5189 -5.6 -1.0 3.9 -0.045
O 1.7938 -1.3758 0.3263 12.5 8.3 -0.7 0.021
C 0.7440 -1.8631 0.3417 -12.8 -9.1 5.4 -0.431
C 0.1662 -2.5164 -0.7494 6.0 3.8 -3.2 -0.031
C -0.8169 -3.3569 -0.8792 0.0 1.1 -8.7 -0.269
C -1.4829 -3.5997 0.1703 -4.6 -3.4 0.7 -0.249
C -1.0695 -3.2903 1.3196 4.1 4.0 10.7 -0.089
C 0.0891 -2.3824 1.5560 -3.0 -1.6 -6.3 0.063
H 0.3673 -2.2109 2.4819 1.4 1.0 4.3 0.019
H -1.5754 -3.6376 2.3547 0.9 0.7 -2.7 0.157
H -2.3084 -4.1647 0.2047 -3.2 -2.3 -0.6 0.095
C -1.3029 -3.8039 -2.4549 -3.2 -3.4 9.2 0.060
H -0.9243 -4.7824 -2.2137 0.6 -0.6 -2.3 0.075
H -2.4334 -3.8423 -2.2841 1.4 -0.2 -0.6 0.090
H -1.1224 -3.0200 -2.9873 2.1 3.7 -4.1 -0.013
H 0.8506 -2.2382 -1.5880 -0.9 -0.5 -0.3 0.148
H 1.7123 -0.2090 2.4343 2.1 -1.8 -3.1 0.225
H 2.6249 -1.8785 2.0725 0.9 1.5 -0.6 0.144
H 4.3548 -0.3026 2.1077 0.2 1.3 1.1 0.153
H 2.8802 1.8820 1.5490 -4.2 4.7 6.9 0.021
H 4.6338 1.7475 0.6404 -3.6 0.2 1.5 0.215
H 2.1809 3.2209 0.0847 0.6 1.7 -0.7 0.115
H 3.4794 3.0891 -1.1802 2.9 2.0 -1.7 0.070
H 0.2052 0.4419 -2.6112 -0.9 0.4 1.8 0.158
H -1.9293 -0.5793 -1.4581 -5.8 -11.3 -3.1 -0.031
H -4.6187 -0.9830 0.5496 -1.3 -0.2 1.6 0.053
H -4.0210 -0.7630 -1.1153 0.8 -0.3 2.8 0.153
```
Forces are in eV/Å.

=====

Density functional theory data (ωB97M-V/def2-TZVPD) for a structure of composition C20H27NO5 in a non-equilibrium geometry.

Multiplicity   1
Relative energy (zero: lowest compared OMol25 entry of this formula, charge and spin)   477.9 kcal per mole
E   -32886.92446 eV
Frontier orbital gap   8.642 eV
HOMO level   -8.56 eV

XYZ file:
```
53
Properties=species:S:1:pos:R:3:forces:R:3:lowdin_charge:R:1
C 0.8109 2.6689 -0.5346 3.9 4.5 -4.5 -0.207
H 1.2537 2.5043 0.4046 0.1 0.0 1.5 0.042
O -0.0456 1.7975 -1.0118 -5.1 -4.4 -0.2 -0.108
C -1.3419 1.6877 -0.3655 2.3 -5.0 -7.4 -0.268
C -1.7030 2.4056 0.5503 -2.5 10.5 12.1 -0.059
C -3.0565 2.4637 1.3000 -0.1 -0.5 -0.4 0.009
C -4.0447 1.5484 0.9379 12.6 0.3 -4.9 0.047
C -3.6393 0.7963 -0.3628 0.7 3.5 4.8 -0.167
C -2.3963 0.8218 -0.8832 2.2 -0.9 -0.6 0.077
H -2.0228 0.0910 -1.6032 -0.7 0.2 -0.3 0.133
C -4.7131 0.0264 -0.6879 -5.1 -6.4 -5.1 -0.224
O -5.9122 0.2296 -0.9838 4.0 0.2 1.7 0.068
C -4.1575 -1.7928 -1.0255 4.3 6.7 3.1 0.059
H -5.0259 -2.1888 -0.9050 -5.2 -3.0 0.1 0.021
H -3.6326 -1.7096 -1.9827 0.1 -0.7 0.7 0.107
O -3.4144 -2.0401 0.2923 1.7 -1.6 -3.9 -0.079
C -2.0450 -2.5189 -0.0452 -4.2 3.4 2.4 -0.498
O -1.6530 -2.4597 -1.1261 1.3 -0.9 -4.4 0.148
C -1.2327 -2.5381 1.1176 -4.5 -10.1 5.1 -0.218
H -2.0917 -2.7111 2.1041 2.6 0.4 -2.9 0.211
C -0.4210 -1.4977 1.4095 0.0 7.3 8.6 -0.376
H -1.0335 -0.4498 1.6573 1.4 -2.4 -1.4 0.206
H 0.0261 -1.5256 2.5586 -1.3 -0.5 -2.3 0.193
C 0.7112 -1.3693 0.6747 7.1 -0.7 -10.3 -0.182
C 1.7331 -0.1179 0.5857 -3.8 -4.1 8.3 -0.395
O 1.5898 0.6044 1.6344 0.6 0.2 -3.6 -0.011
N 2.8858 -0.5240 0.1054 -0.6 12.4 14.2 0.164
H 3.0447 -0.9306 -0.5790 2.5 -9.1 -14.6 -0.024
C 3.8854 0.5661 0.3723 3.1 0.0 -3.3 -0.187
C 5.1292 -0.0289 1.1850 -7.8 -2.4 -2.1 -0.171
C 5.8375 -1.0021 0.3339 -0.1 -6.2 3.4 -0.235
C 6.3463 -0.6367 -1.0732 0.4 5.1 7.8 -0.161
C 5.2809 -0.0321 -1.8004 -7.4 -8.6 6.8 -0.305
C 4.4740 0.9191 -1.1264 -0.9 6.2 4.1 -0.137
H 3.6320 1.3222 -1.7204 0.5 -0.4 0.1 0.086
H 5.2127 2.0934 -0.9135 -2.0 -3.5 -0.6 0.213
H 4.5922 -0.8785 -2.2461 0.9 1.2 0.7 0.184
H 5.6559 0.3314 -2.4922 5.8 6.3 -12.2 -0.006
H 6.8781 -1.3761 -1.4493 2.5 -3.1 -2.1 0.068
H 6.9864 0.3128 -0.6647 -0.4 -2.0 -1.7 0.179
H 5.2245 -2.0245 0.3683 0.6 1.9 -0.9 0.139
H 6.5033 -1.4093 1.2479 0.3 0.7 -2.8 0.151
H 4.5772 -0.4001 2.0814 1.3 -0.3 -0.4 0.143
H 5.7532 0.6659 1.3777 4.1 5.3 1.9 0.038
H 3.4326 1.5218 0.7194 0.2 -1.3 0.2 0.133
H 0.5389 -1.3170 -0.5172 -0.8 -0.6 1.9 0.149
H 1.4058 -2.4737 0.5372 -1.9 3.2 1.1 0.208
H -0.6399 -3.7177 1.0999 -1.4 3.5 0.0 0.220
H -4.9264 1.7507 1.0748 -9.5 1.2 2.1 0.007
H -3.3789 3.2965 2.1004 1.5 -1.9 -1.9 0.147
H -0.9782 3.3270 1.0465 -1.8 -2.9 -1.7 0.187
H 0.3974 3.7288 -0.7888 1.0 -1.3 1.2 0.122
H 1.7814 2.5825 -1.4028 -2.5 0.3 2.6 0.161
```
Forces are in eV/Å.

=====

Density functional theory data (ωB97M-V/def2-TZVPD) for a structure of composition C20H28BF15NO11S3.

Multiplicity   1
E   -119154.83946 eV
Net charge   -1
Frontier orbital gap   8.281 eV
HOMO level   -6.70 eV

XYZ file:
```
79
Properties=species:S:1:pos:R:3:forces:R:3:lowdin_charge:R:1
C -1.6478 1.2805 -4.8356 -0.4 -0.2 0.2 -0.018
O -1.4348 0.8267 -3.4757 0.3 0.1 0.0 0.033
B -1.6254 1.6888 -2.4406 -0.2 -0.3 -0.1 -0.600
O -2.5584 2.6928 -2.4430 0.0 -0.4 0.5 0.217
C -0.7466 1.4308 -1.0988 -0.4 0.0 -0.8 -0.261
C -1.4323 0.3592 -0.2636 0.1 0.3 0.3 -0.071
C -1.1801 -1.0135 -0.8997 -0.3 0.4 0.5 -0.035
C -1.9012 -2.1516 -0.1779 0.3 -0.2 0.0 -0.383
F -2.7679 -1.7062 0.7751 0.0 0.0 -0.2 0.111
F -0.9737 -2.8970 0.4982 -0.1 0.2 -0.1 0.100
C -2.6708 -3.1670 -1.1155 -0.1 -0.2 0.2 -0.329
F -2.3009 -4.4210 -0.7745 -0.1 0.1 -0.1 0.147
F -2.3370 -2.9809 -2.4090 0.0 0.0 0.1 0.149
C -4.2358 -3.1943 -1.0304 -0.1 -0.1 -0.1 -0.370
F -4.6437 -4.2029 -1.8295 0.1 0.0 0.1 0.149
F -4.5814 -3.5024 0.2256 0.1 0.1 0.0 0.147
C -4.9255 -1.8975 -1.5883 -0.2 -0.3 -0.2 -0.423
F -4.1954 -0.8277 -1.2969 0.3 0.3 0.3 0.145
F -4.9423 -2.0184 -2.9107 -0.1 0.0 -0.3 0.153
S -6.7108 -1.5769 -0.9828 0.3 0.1 0.0 0.774
F -6.1460 -1.5322 0.4977 -0.1 0.1 0.1 -0.122
F -6.9428 -3.1394 -0.8717 -0.1 -0.1 0.0 -0.120
F -7.2948 -1.6014 -2.4473 0.0 0.0 0.0 -0.117
F -6.5042 -0.0127 -1.1093 -0.1 0.0 0.0 -0.120
F -8.1600 -1.3370 -0.4152 0.1 0.0 -0.1 -0.106
O -0.6459 2.7200 -0.4273 0.1 -0.2 0.4 0.115
C 0.3448 3.3980 -1.0518 -0.2 0.4 0.2 -0.561
O 0.7233 4.4834 -0.7368 -0.1 -0.2 -0.2 0.174
O 0.8438 2.6398 -2.0590 0.5 -0.3 0.0 0.085
C 0.6917 1.2639 -1.5520 0.6 0.5 0.4 -0.169
C 1.8321 1.0542 -0.5213 -0.2 -0.6 0.1 -0.092
C 1.4752 0.7792 0.9444 0.6 -0.1 0.0 -0.203
C 2.6353 1.1460 1.8779 -0.5 0.0 0.2 -0.194
C 2.3916 0.6401 3.3152 -0.1 -0.4 -0.3 -0.196
C 3.2726 -0.5516 3.7143 0.2 0.0 0.5 -0.210
C 3.7038 -0.5573 5.1923 -0.2 -0.1 -0.4 -0.212
C 4.9873 -1.3614 5.4001 -0.1 0.0 0.1 -0.184
C 5.1186 -1.8732 6.8190 0.1 0.3 0.1 -0.169
O 6.5106 -2.1609 7.0730 -0.1 -0.4 -0.4 -0.006
C 6.7644 -3.1237 7.9706 -0.4 -0.1 0.5 -0.546
C 8.1747 -3.6237 7.8850 0.2 0.4 0.0 0.018
O 5.9446 -3.5399 8.7565 0.2 0.1 -0.4 0.093
H -2.6910 1.5446 -4.9922 0.0 0.1 -0.1 0.093
H -1.0185 2.1347 -5.0545 0.0 0.1 0.0 0.083
H -1.4010 0.4648 -5.5074 0.1 -0.1 0.1 0.096
H -3.3836 2.4149 -2.8564 0.1 0.4 -0.4 0.122
H -1.0961 0.3771 0.7703 0.1 -0.1 0.0 0.118
H -2.4929 0.6005 -0.2356 -0.1 -0.1 0.0 0.125
H -0.1159 -1.2235 -0.8003 0.0 -0.2 -0.3 0.136
H -1.4606 -0.9668 -1.9466 0.1 -0.2 -0.1 0.117
H 0.8216 0.5599 -2.3655 -0.2 0.3 -0.3 0.158
H 2.5185 1.8995 -0.5747 -0.1 0.2 -0.1 0.129
H 2.4094 0.1938 -0.8691 0.1 0.0 0.0 0.120
H 1.2995 -0.2933 1.0731 -0.4 0.0 0.0 0.115
H 0.6045 1.3378 1.2720 -0.1 0.0 0.0 0.106
H 3.5587 0.7246 1.4797 0.2 0.1 0.0 0.107
H 2.7061 2.2341 1.8995 0.3 0.0 -0.2 0.116
H 2.4962 1.4493 4.0364 0.1 0.1 0.0 0.103
H 1.3524 0.3073 3.3694 -0.1 0.2 0.2 0.107
H 4.1853 -0.5731 3.1142 0.0 0.1 -0.1 0.103
H 2.7430 -1.4878 3.5282 0.1 -0.1 -0.2 0.114
H 2.8991 -0.9760 5.8020 -0.1 0.1 0.1 0.117
H 3.8532 0.4766 5.5063 0.0 0.0 0.2 0.110
H 5.8448 -0.7320 5.1605 0.1 0.0 0.0 0.122
H 4.9889 -2.2096 4.7123 0.1 0.0 0.0 0.118
H 4.7841 -1.1274 7.5414 0.0 0.0 0.0 0.133
H 4.5298 -2.7755 6.9691 0.0 0.0 0.1 0.128
H 8.1848 -4.5853 7.3764 0.0 -0.1 0.0 0.091
H 8.5700 -3.7381 8.8904 0.0 -0.2 0.0 0.087
H 8.8031 -2.9308 7.3315 0.0 0.0 -0.1 0.082
N -2.6600 5.3131 -7.8944 -0.1 -0.3 -0.3 -0.315
S -1.5272 4.2137 -8.0157 0.4 0.1 0.2 0.488
O -1.1061 3.9200 -9.3472 0.0 0.0 0.0 -0.291
O -1.6458 3.1218 -7.0980 0.0 0.0 0.0 -0.301
F -0.3425 5.0852 -7.4200 -0.2 0.0 0.0 -0.190
S -4.0857 4.9137 -8.4322 -0.2 0.1 -0.2 0.464
O -4.9212 6.0637 -8.5435 0.1 0.1 0.2 -0.300
O -4.6367 3.7237 -7.8634 0.0 -0.1 0.0 -0.303
F -3.7973 4.5096 -9.9481 -0.1 0.0 0.0 -0.201
```
Forces are in eV/Å.